Entry 1:
Molecular formula: C11H18ClF6NO8S2Sr
Method: DFT, wB97M-V/def2-TZVPD

The relative energy (zero: lowest compared OMol25 entry of this formula, charge and spin) is 48.9 kcal per mole. As for the HOMO-LUMO gap: 6.3 eV.

```
! wB97M-V def2-TZVPD RIJCOSX def2/J DEFGRID3
* xyz 0 1
Sr -0.181 -0.385 -0.018
C -1.503 -0.176 3.203
C -2.566 0.153 2.174
O -1.910 0.886 1.156
C -2.415 2.045 0.526
C -1.209 2.919 0.152
O -0.046 2.133 -0.182
C 1.147 2.735 0.365
C 2.204 1.686 0.665
O 1.613 0.571 1.332
C 1.978 0.290 2.672
C 0.849 -0.504 3.377
O -0.320 -0.704 2.566
H -1.893 -0.902 3.922
H -1.224 0.758 3.693
H -3.341 0.742 2.671
H -3.031 -0.737 1.735
H -3.032 2.637 1.207
H -3.021 1.758 -0.340
H -0.962 3.555 1.000
H -1.481 3.542 -0.704
H 0.884 3.238 1.294
H 1.557 3.453 -0.353
H 2.951 2.178 1.292
H 2.699 1.304 -0.232
H 2.130 1.227 3.208
H 2.901 -0.297 2.671
H 0.565 0.050 4.270
H 1.212 -1.487 3.681
F -3.181 -1.571 -1.384
C -2.959 -2.710 -2.051
F -3.919 -3.564 -1.733
F -3.006 -2.465 -3.351
S -1.309 -3.452 -1.555
O -1.077 -2.847 -0.243
O -1.497 -4.858 -1.627
N -0.264 -2.988 -2.621
S 0.187 -1.516 -2.803
O 1.398 -1.165 -2.088
O -0.876 -0.544 -2.591
C 0.587 -1.519 -4.598
F 1.546 -2.394 -4.845
F 0.998 -0.302 -4.930
F -0.492 -1.826 -5.296
Cl 0.036 4.699 3.096
C -0.081 2.898 3.633
H -1.030 2.917 4.195
H 0.673 2.867 4.436
*
```

---

Entry 2:
Molecular formula: C32H68NO16S8
Method: DFT, wB97M-V/def2-TZVPD

The relative energy (zero: lowest compared OMol25 entry of this formula, charge and spin) is 28.3 kcal per mole. As for the HOMO-LUMO gap: 10.3 eV.

```
! wB97M-V def2-TZVPD RIJCOSX def2/J DEFGRID3
* xyz 1 1
N 0.392 -0.055 0.041
H 0.595 0.485 -0.886
H 0.372 0.628 0.833
H 0.739 -0.935 0.216
H -0.595 -0.160 -0.100
C -0.432 6.140 1.638
C -1.487 5.028 1.386
C -0.753 3.897 2.269
S 0.861 3.928 1.769
O 1.096 2.871 0.819
O 1.781 4.068 2.895
C 0.823 5.556 0.983
H -0.252 6.575 2.689
H -0.737 6.915 0.941
H -1.816 4.808 0.480
H -2.492 5.214 1.949
H -1.193 2.936 2.003
H -1.158 4.408 3.133
H 0.763 5.435 -0.059
H 1.833 6.105 1.215
C 1.341 4.765 -4.802
C 1.619 5.578 -3.533
C 1.553 4.523 -2.403
S 2.233 2.984 -2.856
O 1.434 1.832 -2.429
O 3.637 3.036 -2.596
C 2.057 3.367 -4.520
H 1.484 5.370 -5.777
H 0.260 4.642 -4.862
H 0.882 6.277 -3.280
H 2.567 6.064 -3.573
H 0.528 4.424 -1.953
H 2.353 4.838 -1.556
H 1.461 2.627 -5.228
H 3.033 3.161 -5.123
C -2.813 -5.639 0.089
C -3.198 -5.299 1.612
C -3.873 -3.903 1.648
S -3.028 -3.016 0.438
O -2.023 -2.367 1.260
O -3.965 -2.199 -0.323
C -2.243 -4.346 -0.521
H -3.887 -5.634 -0.384
H -2.165 -6.522 -0.321
H -2.100 -5.438 1.964
H -3.796 -6.180 2.110
H -3.829 -3.526 2.575
H -4.790 -4.208 1.434
H -0.976 -4.178 -0.619
H -2.667 -4.262 -1.558
C -0.811 0.752 6.494
C -0.909 -0.636 6.436
C -0.977 -1.074 5.015
S 0.144 0.081 4.286
O -0.504 0.758 3.156
O 1.378 -0.545 4.007
C 0.249 1.264 5.525
H -0.769 1.299 7.392
H -1.746 1.153 6.302
H -1.879 -0.900 6.922
H -0.103 -1.183 6.908
H -2.022 -0.904 4.606
H -0.877 -2.141 4.998
H 0.013 2.259 5.057
H 1.319 1.276 5.899
C -1.824 -3.780 -4.923
C -0.290 -3.900 -5.220
C 0.351 -3.250 -4.123
S -0.558 -1.956 -3.593
O -0.095 -0.631 -4.060
O -0.783 -1.894 -2.253
C -2.082 -2.307 -4.413
H -2.043 -4.437 -4.048
H -2.475 -4.245 -5.763
H 0.007 -3.409 -6.254
H 0.106 -4.917 -5.316
H 1.441 -3.085 -4.470
H 0.663 -3.855 -3.278
H -2.316 -1.789 -5.306
H -2.983 -2.399 -3.882
C -4.585 0.657 -2.757
C -3.956 1.165 -4.113
C -2.644 1.866 -3.882
S -2.675 2.374 -2.341
O -2.894 3.821 -2.291
O -1.595 1.878 -1.551
C -4.245 1.783 -1.920
H -4.213 -0.459 -2.412
H -5.725 0.736 -2.787
H -4.615 1.882 -4.553
H -4.060 0.375 -4.823
H -2.374 2.780 -4.415
H -1.840 1.035 -3.999
H -5.001 2.552 -1.873
H -4.265 1.300 -0.894
C 2.823 -3.835 1.232
C 2.125 -3.774 2.589
C 0.809 -4.467 2.484
S 1.217 -5.877 1.570
O 0.097 -6.220 0.801
O 1.711 -6.872 2.499
C 2.511 -5.171 0.545
H 3.916 -3.742 1.492
H 2.696 -2.933 0.591
H 2.078 -2.830 2.864
H 2.662 -4.124 3.514
H 0.020 -3.950 1.846
H 0.326 -4.756 3.378
H 2.241 -4.943 -0.457
H 3.230 -5.927 0.623
C 4.604 2.563 2.179
C 4.706 2.221 0.623
C 4.941 0.678 0.468
S 4.138 -0.109 1.780
O 5.083 -1.064 2.428
O 2.756 -0.546 1.455
C 3.966 1.270 2.832
H 4.362 3.342 2.501
H 5.730 2.568 2.614
H 5.597 2.626 0.012
H 3.696 2.536 0.077
H 5.991 0.389 0.720
H 4.624 0.408 -0.440
H 4.244 1.169 3.776
H 2.731 1.402 2.783
*
```

---

Entry 3:
Molecular formula: C26H43N2OPS2V
Method: DFT, wB97M-V/def2-TZVPD

The relative energy (zero: lowest compared OMol25 entry of this formula, charge and spin) is 18.1 kcal per mole. As for the HOMO-LUMO gap (spin up / spin down): 6.1 / 6.7 eV. As for the expectation value of S²: 0.801.

```
! wB97M-V def2-TZVPD RIJCOSX def2/J DEFGRID3
* xyz 4 2
V -0.365 -0.282 0.765
C -0.645 -4.321 1.469
C -0.738 -2.924 1.968
C 0.446 -2.192 2.251
C 0.407 -0.943 2.859
C 1.634 -0.240 3.372
C -0.861 -0.327 2.986
C -2.070 -1.038 2.731
C -3.396 -0.429 3.030
C -1.973 -2.329 2.212
H -0.653 -4.997 2.333
H 0.289 -4.504 0.938
H -1.502 -4.600 0.857
H 1.406 -2.669 2.079
H 1.679 -0.376 4.457
H 1.602 0.836 3.205
H 2.546 -0.668 2.963
H -0.912 0.661 3.427
H -3.835 -0.951 3.887
H -4.095 -0.552 2.202
H -3.317 0.623 3.299
H -2.882 -2.889 2.020
C 3.202 -1.212 -0.416
C 3.150 0.233 0.087
P 1.543 1.047 -0.135
C 1.312 1.297 -1.925
C 2.130 2.462 -2.498
C 1.506 2.644 0.755
C 2.862 3.369 0.799
H 4.195 -1.622 -0.236
H 3.013 -1.279 -1.489
H 2.477 -1.850 0.093
H 3.858 0.855 -0.471
H 3.444 0.329 1.131
H 0.246 1.425 -2.123
H 1.621 0.352 -2.381
H 1.852 3.415 -2.050
H 1.934 2.538 -3.567
H 3.202 2.312 -2.372
H 1.160 2.461 1.777
H 0.734 3.245 0.265
H 3.590 2.816 1.391
H 2.728 4.341 1.273
H 3.274 3.538 -0.192
C -2.155 -2.843 -2.053
S -0.795 -1.690 -2.144
O -0.520 -1.492 -0.551
C 0.520 -2.642 -2.751
C 1.181 -2.076 -3.848
C 2.161 -2.806 -4.494
C 2.479 -4.082 -4.036
C 1.818 -4.637 -2.937
C 0.827 -3.925 -2.294
H -1.864 -3.743 -1.515
H -2.431 -3.086 -3.081
H -2.981 -2.328 -1.562
H 0.890 -1.099 -4.221
H 2.663 -2.397 -5.360
H 3.238 -4.662 -4.546
H 2.070 -5.635 -2.603
H 0.298 -4.366 -1.456
C -3.640 3.295 -1.411
N -3.026 3.492 -0.097
C -3.168 4.798 0.598
C -2.466 4.561 1.951
N -1.887 3.206 1.756
C -2.314 2.668 0.615
S -2.039 1.006 0.097
H -4.722 3.379 -1.326
H -3.389 2.316 -1.811
H -3.286 4.064 -2.095
H -4.223 5.042 0.699
H -2.686 5.571 0.001
H -3.159 4.558 2.789
H -1.680 5.286 2.145
H -1.515 2.663 2.513
*
```

---

Entry 4:
Molecular formula: C6H10N2
Method: DFT, wB97M-V/def2-TZVPD

The relative energy (zero: lowest compared OMol25 entry of this formula, charge and spin) is 127.9 kcal per mole. As for the HOMO-LUMO gap: 9.6 eV. The structure (SMILES) is C/C=[N+]1\CC1=[N+]1CC1.

```
! wB97M-V def2-TZVPD RIJCOSX def2/J DEFGRID3
* xyz 2 1
C -0.046 -2.199 0.082
C 0.939 -1.252 -0.350
N 1.604 -0.407 0.416
C 2.131 0.843 -0.185
C 0.826 0.807 0.415
N -0.438 0.976 0.256
C -1.495 1.660 -0.423
C -1.732 0.855 0.819
H -0.195 -2.074 1.106
H 0.496 -3.088 0.000
H -0.752 -2.406 -0.739
H 0.991 -1.222 -1.449
H 2.210 0.866 -1.171
H 2.964 1.353 0.487
H -1.721 1.375 -1.458
H -1.708 2.701 -0.257
H -1.922 1.417 1.778
H -2.154 -0.203 0.672
*
```